(1)
The following is a DFT calculation (the ωB97M-V functional and the def2-TZVPD basis) of a molecular structure, C3H5LiMgO3.

Results
Frontier orbital gap (spin up / spin down), eV: 7.0493 / 9.0078
ΔE to the lowest compared entry with this formula, charge and spin, kcal/mol: 10.60
LUMO (spin up / spin down), eV: -3.71 / -4.39
Energy, eV: -14978.5284
⟨S²⟩: 0.750

```
! RIJCOSX wB97M-V def2-TZVPD def2/J DEFGRID3
* xyz 1 2
C -1.44208 -0.37977 -0.94878
C -2.15798 -0.21025 0.21828
H -1.54827 0.35404 -1.75133
H -0.92188 -1.32595 -1.11666
H -2.86385 0.62361 0.26952
H -2.43522 -1.09518 0.79807
H -0.42112 0.42637 0.91239
O 2.62461 0.64257 0.03648
C 1.58738 -0.02347 0.38963
O 1.60575 -1.21528 0.68167
O 0.47213 0.71599 0.27146
Mg 1.87084 2.54257 -0.18020
Li 3.62969 -1.05524 0.41947
*
```


(2)
The following is a DFT calculation (the ωB97M-V functional and the def2-TZVPD basis) of 2 unconnected molecules or ions with the total composition C3H11NS.

Results
Frontier orbital gap, eV: 9.2833
ΔE to the lowest compared entry with this formula, charge and spin, kcal/mol: 18.18
LUMO, eV: 0.96
Energy, eV: -15613.9626

```
! RIJCOSX wB97M-V def2-TZVPD def2/J DEFGRID3
* xyz 0 1
C 1.21735 -2.37889 -3.61829
N -0.06908 -1.83724 -4.03248
H 1.85677 -2.55905 -4.47926
H 1.08029 -3.32226 -3.09008
H 1.63898 -1.65404 -2.93748
H 0.03922 -1.21249 -4.81158
H -0.78070 -2.53129 -4.17764
C -0.12175 0.68081 2.09973
S -0.18102 2.47747 2.33696
C -0.98632 2.75969 3.91580
H -0.84807 0.17983 2.72181
H 0.86910 0.29070 2.34462
H -0.15981 0.56850 1.01924
H -1.57686 3.66822 3.77153
H -1.68431 1.97643 4.19910
H -0.29379 2.89362 4.73802
*
```


(3)
The following is a DFT calculation (the ωB97M-V functional and the def2-TZVPD basis) of a molecular structure, C4H2O5Tl.

Results
Frontier orbital gap (spin up / spin down), eV: 7.9393 / 4.8393
ΔE to the lowest compared entry with this formula, charge and spin, kcal/mol: 75.46
LUMO (spin up / spin down), eV: -17.04 / -17.10
Energy, eV: -19066.3238

```
! RIJCOSX wB97M-V def2-TZVPD def2/J DEFGRID3
* xyz 3 1
C -4.36105 -1.14150 -1.86997
O -5.47977 -1.26219 -2.06486
O -3.22758 -0.98951 -1.62341
O 0.38995 0.13771 -1.25692
C 1.23674 0.49441 -0.45704
O 1.03423 0.34927 0.82850
Tl -1.32121 -0.61442 -1.45537
H 2.23320 0.83932 -0.77438
O 1.45971 1.48886 2.88945
C 1.87792 1.05779 1.86321
C 3.00704 0.26413 1.64432
H 3.15081 -0.62386 2.27648
*
```


(4)
The following is a DFT calculation (the ωB97M-V functional and the def2-TZVPD basis) of 3 unconnected molecules or ions with the total composition C11H18F5O3.

Results
Frontier orbital gap, eV: 5.0403
LUMO, eV: 3.06
Energy, eV: -31424.4886

```
! RIJCOSX wB97M-V def2-TZVPD def2/J DEFGRID3
* xyz -1 1
O 3.80219 -0.54471 1.17631
C 2.54467 -1.25326 0.87185
C 1.30075 -0.23343 0.55544
F 1.34409 1.04442 1.34646
F 1.45702 0.18751 -0.88285
C -0.19201 -0.95250 0.63666
F -0.17617 -2.35494 0.10425
F -0.70540 -1.05087 2.04642
F -1.11805 -0.05108 -0.11829
H 4.52194 -1.24539 0.98665
H 2.77216 -1.81178 -0.15751
C -0.92130 3.27335 2.62052
C -0.36525 4.47712 3.33640
C -1.61912 5.25852 3.66329
O -2.67258 4.30096 3.83769
C -2.21051 3.02526 3.37262
H -0.25126 2.40994 2.62674
H -1.14064 3.53042 1.57738
H 0.13042 4.16177 4.26211
H 0.35168 5.04975 2.74258
H -1.90199 5.91984 2.83745
H -1.51381 5.85946 4.57117
H -2.04208 2.39107 4.24981
H -2.97820 2.56026 2.74802
C -0.27792 -2.84851 -4.59608
C -0.51475 -4.20296 -3.97955
C 0.73408 -4.39482 -3.14695
O 1.16295 -3.09018 -2.73329
C 0.42641 -2.11073 -3.47855
H -1.19272 -2.34970 -4.92594
H 0.39088 -2.94559 -5.45958
H -1.39585 -4.16489 -3.32817
H -0.66547 -4.99961 -4.71246
H 1.54136 -4.84016 -3.73800
H 0.55933 -5.02102 -2.26729
H -0.29272 -1.64378 -2.79676
H 1.10786 -1.33974 -3.84854
*
```


(5)
The following is a DFT calculation (the ωB97M-V functional and the def2-TZVPD basis) of a single C7H12N4OS molecule.

Results
Frontier orbital gap, eV: 8.5448
ΔE to the lowest compared entry with this formula, charge and spin, kcal/mol: 95.06
LUMO, eV: 0.57
Energy, eV: -26291.5948

```
! RIJCOSX wB97M-V def2-TZVPD def2/J DEFGRID3
* xyz 0 1
C -2.52247 -0.20764 0.95634
C -3.36157 0.31847 -0.04162
C 2.03646 -1.48421 0.84748
C 3.34018 -1.39469 0.08211
C 0.88847 -0.63531 0.18650
C 1.71049 0.80396 0.02639
C 1.18541 1.81297 -1.03823
N -1.31245 0.39546 -0.84688
N -0.29873 -0.61617 0.95999
N -1.26853 -0.11149 0.39563
N -4.67661 0.66547 -0.10730
O -2.65026 0.62954 -1.13986
S 3.50830 0.34871 -0.32489
H -2.64833 -0.34358 2.04196
H 1.64634 -2.55616 0.59613
H 2.05824 -1.27011 1.82529
H 4.06208 -1.59864 0.81751
H 3.44386 -2.13151 -0.75881
H 0.59880 -1.02514 -0.83817
H 1.76815 1.11305 1.05699
H 1.02372 1.21493 -1.96588
H 1.71430 2.76512 -1.15399
H 0.12113 2.22475 -0.90647
H -5.40077 0.01123 0.24079
H -4.96620 1.07096 -0.91102
*
```


(6)
The following is a DFT calculation (the ωB97M-V functional and the def2-TZVPD basis) of a molecular structure, C25H33BeN2O2S4Te.

Results
Frontier orbital gap, eV: 7.1940
LUMO, eV: -2.07
Energy, eV: -84568.8540

```
! RIJCOSX wB97M-V def2-TZVPD def2/J DEFGRID3
* xyz 1 1
Be 0.55681 -0.43009 0.71147
O -0.28387 0.06253 2.03143
S -0.10827 0.15441 3.53906
C 1.24760 1.31636 3.86714
C 1.05369 2.77733 3.48314
C 0.95426 3.03970 1.97614
C 2.29521 2.83729 1.26574
S 2.14348 1.98764 -0.32560
O 1.30519 0.77687 -0.00054
C 1.01891 3.09091 -1.15028
C 1.51878 4.29742 -1.62344
C 0.66001 5.16050 -2.28303
C -0.66853 4.80240 -2.47958
C -1.14346 3.58141 -2.02001
C -0.29658 2.70874 -1.34961
C -1.49954 1.13222 4.04957
C -1.73155 1.26111 5.41249
C -2.80756 2.02435 5.83628
C -3.64208 2.62761 4.90300
C -3.40864 2.46674 3.54364
C -2.33015 1.71103 3.10427
H 2.09373 0.84024 3.36452
H 1.40708 1.21335 4.94419
H 1.90508 3.32669 3.89560
H 0.16466 3.17304 3.97600
H 0.60350 4.05799 1.81268
H 0.20578 2.37546 1.54307
H 2.97481 2.19116 1.82844
H 2.81917 3.77077 1.05377
H 2.56204 4.56153 -1.48408
H 1.03024 6.10586 -2.65665
H -1.33163 5.47142 -3.01212
H -2.17268 3.29530 -2.19172
H -0.64331 1.73370 -1.02601
H -1.08379 0.77404 6.13378
H -3.00353 2.13466 6.89496
H -4.48475 3.21733 5.23910
H -4.07149 2.92327 2.81981
H -2.14450 1.55701 2.04917
Te -1.12086 -1.45387 -0.66202
C 0.08515 -2.06114 -2.27104
C -0.33518 -2.36085 -3.53335
C 0.72408 -2.77186 -4.39652
C 1.93159 -2.77579 -3.77546
S 1.78702 -2.28609 -2.13566
H -1.36972 -2.28544 -3.84146
H 0.58451 -3.05045 -5.43221
H 2.89960 -3.03222 -4.17816
C 4.63933 -4.29952 2.35295
C 3.67377 -3.66438 3.34396
N 2.27493 -3.85148 2.95390
C 1.60056 -3.06850 2.10159
S 2.26434 -1.57610 1.55624
N 0.41030 -3.47268 1.68224
C -0.33973 -4.61968 2.18320
C -0.88511 -4.40640 3.59198
H 5.66796 -4.13129 2.67392
H 4.51021 -3.85885 1.36366
H 4.47812 -5.37651 2.28069
H 3.85708 -2.59565 3.41751
H 3.79046 -4.09808 4.33601
H 1.90524 -4.77936 3.09344
H -0.05898 -2.87628 1.00235
H 0.27284 -5.52423 2.12770
H -1.16171 -4.75983 1.48452
H -0.08849 -4.17386 4.30048
H -1.39764 -5.30435 3.93764
H -1.59812 -3.58133 3.59710
*
```


(7)
The following is a DFT calculation (the ωB97M-V functional and the def2-TZVPD basis) of a molecular structure, C19H51B3F3O16P.

Results
Frontier orbital gap, eV: 9.2589
LUMO, eV: -0.32
Energy, eV: -72768.7425

```
! RIJCOSX wB97M-V def2-TZVPD def2/J DEFGRID3
* xyz 0 1
O 4.93826 -3.27757 0.76354
C 4.16948 -2.61379 0.12745
O 3.92559 -2.91371 -1.18660
C 3.43423 -1.43025 0.73140
C 2.16069 -1.06313 -0.05083
B 1.40143 0.17294 0.52868
O 0.14177 0.03083 1.12862
B -0.74150 0.81555 0.40747
C -1.94366 0.12548 -0.34255
O -3.18047 0.83922 -0.15429
C -4.09716 0.64525 -1.11980
F -4.10699 -0.61212 -1.58009
F -3.87981 1.45741 -2.17256
F -5.32223 0.90227 -0.64441
O -0.42980 2.16749 0.30125
B 0.90146 2.36290 0.01280
P 1.51467 3.90120 -1.00761
O 2.97981 3.90260 -1.08184
O 0.95543 5.22569 -0.30331
O 0.85384 3.89343 -2.46928
O 1.86342 1.48551 0.41867
H 3.01588 -3.20580 -1.29841
H 3.17007 -1.76832 1.72891
H 4.11402 -0.58548 0.79219
H 2.39269 -0.88534 -1.09980
H 1.47172 -1.90531 0.00648
H -1.67669 0.07564 -1.40063
H -2.05554 -0.89067 0.02283
H 0.26133 5.62250 -0.84587
H 1.56592 3.62933 -3.06718
C -6.23859 -2.03960 2.21359
C -5.12271 -2.07468 1.18792
O -4.69586 -3.41565 0.93136
H -5.91207 -2.50253 3.14479
H -6.54943 -1.01464 2.42039
H -7.10677 -2.59851 1.85722
H -4.24881 -1.53423 1.55102
H -5.43957 -1.61873 0.24847
H -5.46113 -3.88929 0.58921
C 8.40747 -1.13136 1.80412
C 8.11370 -0.86203 0.33885
O 7.82421 -2.06181 -0.36943
H 9.24769 -1.81916 1.90183
H 8.64615 -0.20744 2.33407
H 7.54515 -1.59642 2.28937
H 8.97820 -0.41436 -0.14857
H 7.27221 -0.16585 0.24126
H 7.05390 -2.46255 0.04591
C 5.62367 -2.56212 5.58343
C 4.81257 -2.70771 4.31013
O 3.69233 -1.81702 4.29807
H 5.00007 -2.75850 6.45603
H 6.46678 -3.25396 5.59145
H 6.01182 -1.54517 5.67995
H 4.41216 -3.71575 4.22153
H 5.43270 -2.51155 3.43041
H 4.03529 -0.92106 4.36480
C -6.06980 4.36301 -1.98556
C -7.49890 4.41304 -1.47930
O -8.34308 3.51732 -2.19782
H -6.03462 4.60903 -3.04756
H -5.43387 5.06359 -1.44190
H -5.65741 3.35931 -1.87043
H -7.91985 5.40817 -1.61245
H -7.53530 4.16841 -0.41216
H -7.99520 2.62865 -2.08029
C 5.79384 6.16567 0.49785
C 6.36790 5.63818 -0.80562
O 5.92500 4.31754 -1.07810
H 6.07506 5.51342 1.32539
H 6.15382 7.17491 0.70811
H 4.70288 6.18830 0.45375
H 7.45606 5.60023 -0.75551
H 6.09034 6.29751 -1.63699
H 4.96107 4.34096 -1.13765
C -2.69456 -6.67981 2.39270
C -3.91665 -7.32373 1.76442
O -5.07571 -6.50937 1.91487
H -2.86843 -6.49186 3.45240
H -1.81662 -7.31967 2.28901
H -2.48144 -5.71860 1.91964
H -4.14150 -8.27318 2.24781
H -3.74234 -7.51827 0.70038
H -4.89652 -5.67001 1.48098
C -5.58841 1.39299 -5.28336
C -4.49318 1.28950 -6.32805
O -4.05429 -0.05528 -6.50602
H -5.23759 0.99848 -4.33002
H -5.89998 2.42906 -5.14137
H -6.46275 0.80817 -5.57889
H -3.61761 1.85973 -6.02138
H -4.83941 1.68857 -7.28731
H -4.80994 -0.57606 -6.79196
*
```


(8)
The following is a DFT calculation (the ωB97M-V functional and the def2-TZVPD basis) of 8 unconnected molecules or ions with the total composition C14H39BF4NO6.

Results
Frontier orbital gap, eV: 9.1229
ΔE to the lowest compared entry with this formula, charge and spin, kcal/mol: 61.93
LUMO, eV: 2.76
Energy, eV: -40471.0291

```
! RIJCOSX wB97M-V def2-TZVPD def2/J DEFGRID3
* xyz -1 1
B -0.11804 -0.48815 -0.00066
F 0.27294 -0.88005 -1.27838
F 0.16683 0.91119 0.03324
F -1.37820 -0.73795 0.37510
F 0.74803 -1.06840 0.94301
C 2.09310 3.27067 -1.45040
C 3.02016 2.30044 -2.18689
N 3.62402 1.50141 -2.65728
H 1.04233 2.96594 -1.25886
H 2.58533 3.55811 -0.40925
H 2.18062 3.99515 -2.23302
C -2.50295 3.30723 0.61831
C -3.61636 2.23814 0.87786
O -3.84086 1.33195 -0.12257
H -1.53276 2.91624 0.46173
H -2.38928 4.01013 1.45796
H -2.74445 3.70986 -0.38718
H -4.42810 2.89516 1.15984
H -3.48964 1.86872 1.67259
H -3.40864 0.43889 -0.14344
C -0.74561 -5.19692 -3.27633
C -0.28582 -3.73349 -2.96499
O -0.12167 -3.67297 -1.58384
H -0.03140 -5.81270 -2.91477
H -0.93984 -5.49980 -4.30689
H -1.68032 -5.31742 -2.73140
H -1.00488 -2.81708 -3.49276
H 0.71899 -3.49716 -3.23020
H -0.05379 -2.73822 -1.31153
C 5.17470 0.34600 0.66465
C 3.77863 0.07186 0.63697
O 3.28809 -0.88783 1.36273
H 5.50581 1.10716 0.07696
H 5.84540 -0.52100 0.43192
H 5.40026 0.69425 1.84864
H 3.70877 -0.26678 -0.42836
H 3.23786 0.92981 0.60363
H 2.29525 -1.06501 1.02006
C -0.20483 0.96014 -5.74056
C 0.43555 0.78831 -4.45117
O 0.43595 -0.55541 -4.09665
H 0.23072 0.27653 -6.36173
H -0.08628 2.02052 -6.03004
H -1.30975 0.62414 -5.65021
H -0.16145 1.47705 -3.84186
H 1.46180 1.01624 -4.33783
H 0.42455 -0.62325 -3.02436
C 0.55670 1.05814 4.98739
C 0.59123 0.66086 3.46417
O 0.11064 1.73206 2.65407
H 0.88992 0.37420 5.51156
H -0.75394 1.23393 5.06401
H 1.06470 2.16517 5.21554
H 0.21322 -0.33138 3.14551
H 1.68478 0.52143 3.13406
H 0.10036 1.41794 1.82223
C -2.75777 -2.36417 4.30410
C -3.04521 -1.07331 3.50327
O -3.38620 -1.29545 2.13873
H -2.44711 -2.32192 5.44716
H -2.08865 -2.87184 3.82090
H -3.61468 -3.14441 4.18883
H -2.32486 -0.46143 3.58447
H -3.91958 -0.35528 3.96074
H -2.47433 -1.09621 1.71142
*
```